The following is a DFT calculation (ωB97M-V/def2-TZVPD) of a cluster of 4 separate species, C37H78BN3O6P in total.

Lowest unoccupied orbital energy (eV): -4.9
Frontier orbital gap (eV): 7.300

```
! RIJCOSX wB97M-V def2-TZVPD def2/J DEFGRID3
* xyz 1 1
H -4.4086 -1.4893 6.8395
H -2.0741 -4.3598 -6.0949
H 1.8692 10.3729 -0.9560
H 4.1738 -2.0997 -1.1373
H -0.0968 -5.0128 -4.7784
H 3.7991 2.4125 0.5175
B -0.4166 0.8262 0.3960
H -1.7539 0.6691 5.1011
H -3.8730 -1.0455 -4.7768
C -3.0462 -2.6121 8.0469
H 0.8351 -1.8430 -5.0598
H 3.3539 4.4856 -2.7232
O -5.2401 1.0139 -3.7623
C -0.7003 0.3781 5.0928
H 0.8202 0.4628 -1.2337
H -0.8051 -6.9475 -0.8026
C -2.7186 -1.9656 5.6043
H 5.9444 0.2487 2.8701
C -3.2380 -2.9740 -1.7666
C -1.4172 -0.2628 1.1870
H 1.1377 7.5552 -1.9286
H -0.7482 -1.0967 1.6632
C -4.0250 -3.2544 -5.6676
H 3.0651 6.9289 -2.9916
C -2.2949 -5.7817 0.6424
H -3.9914 -3.0057 -6.8349
N -3.4797 -0.0207 -0.5362
H -5.7472 2.1166 -0.3380
H -0.8716 -2.9052 6.2173
H 2.7513 8.4419 0.5260
C -1.4474 -2.3471 -5.2286
H -2.3732 -4.2146 -4.2391
H -2.9611 -0.6034 7.2796
C -3.3232 -1.5866 6.9591
C 5.8096 2.6174 1.2844
H -3.0459 -1.2332 4.8564
C -2.4112 -0.8918 0.0092
H -5.5191 -3.3730 -3.4139
H -2.7017 -3.7822 1.6893
C -1.0453 -6.8555 0.3603
C 1.3910 8.2657 -1.1336
H 2.2452 6.8006 0.1871
H 6.6667 1.9668 1.4941
H -6.4382 -1.7284 -3.3799
H 4.7480 6.5081 -2.7375
O -0.7669 2.2766 0.2379
C 0.6237 -4.0911 -4.6573
N -4.2652 -0.5087 -1.5211
H 4.6142 7.1291 -0.3511
H -4.7456 -4.1677 -5.4463
C 3.3731 5.1359 -1.8423
H -1.7576 -1.6312 -6.1176
C 4.4916 4.5660 2.2601
H 4.6068 -0.8660 3.1644
C 5.0632 -0.2109 2.4149
H 0.5033 8.3364 -0.4935
H -7.5370 0.1891 -2.6456
H -2.9411 -5.6378 -0.3369
H -0.8811 -2.3447 4.5588
C 3.8645 7.5091 -1.0563
H 2.9958 -2.6006 0.3660
H 4.0918 4.7188 -1.1307
C -4.3323 -1.8074 -2.2586
C 5.5749 3.5252 2.4941
C 3.6801 -2.9728 -0.5263
H -1.2738 -7.9306 0.8236
H -0.4108 0.1521 4.0608
C -1.1897 -2.0739 5.5774
C -2.4792 -3.6252 -5.2454
H 4.2506 8.4715 -1.4134
H 3.5197 4.1033 2.0703
C 0.9961 -3.8625 -3.0609
H -5.4562 1.9779 -3.9379
H -3.4427 -3.5922 7.7659
H 4.3862 5.2042 3.1440
H -0.1165 1.2428 5.4258
C -1.7366 -4.3388 1.2615
H 0.5977 -4.8145 -2.4673
H -0.9775 -4.5970 2.1420
C 4.0586 0.8324 1.9524
H -3.5285 -2.3080 8.9818
C -2.2628 -2.4083 -0.5639
H 3.1776 0.3159 1.5536
H -2.0501 0.3589 1.9506
H -0.6863 -0.5459 7.0371
H 0.3898 -2.9262 -2.6364
H 3.7092 1.4135 2.8131
C 1.6628 9.6341 -1.7379
C 4.6092 1.7605 0.8661
H 0.7891 9.9757 -2.3032
H 0.6378 -1.0269 5.9941
H 0.3889 -2.8972 -6.5859
O 0.8909 0.4272 -0.2205
O -5.2854 2.2350 -1.2384
H -3.1386 -2.9274 5.2848
H 6.5129 4.0434 2.7272
C -4.6392 -1.9221 -4.9370
H 2.3788 5.1078 -1.3889
C 2.8777 -4.0559 -1.5119
C -5.3701 -2.1913 -3.4947
H -3.0208 -6.3261 1.4162
H 2.5119 9.6115 -2.4259
H 4.7429 5.2074 1.4084
H -3.1916 -4.0495 -2.2255
H -1.5207 -1.6990 -4.2486
H 6.1062 3.2370 0.4275
C -0.4373 -0.8109 6.0032
H -0.1189 -2.8116 0.4012
H -1.0104 2.4389 -0.7386
N -7.0359 0.2263 -1.7118
C -1.0984 -3.3871 0.0891
C 3.7697 6.5475 -2.2442
H -1.9759 -2.7138 8.2449
H -0.0748 -6.3817 0.8491
C 0.1324 -2.7328 -5.4331
C 2.5550 7.7365 -0.2924
O 2.6775 -5.2769 -0.9573
H -5.4750 -1.4873 -5.6698
H 5.3280 2.9286 3.3796
H 4.9017 1.1566 -0.0018
H 1.6470 -4.4174 -5.1767
H 5.3894 -0.8336 1.5766
H -0.7681 -4.1206 -0.7909
P -5.5284 0.6874 -2.0767
H 4.5799 -3.5665 -0.0193
O 2.4717 -3.7009 -2.8871
*
```


The following is a DFT calculation (ωB97M-V/def2-TZVPD) of a structure of composition C40H39BrCl5N4O6OsSSi.

Lowest unoccupied orbital energy (alpha / beta) (eV): -2.4 / -6.0
Frontier orbital gap (alpha / beta) (eV): 8.231 / 4.545

```
! RIJCOSX wB97M-V def2-TZVPD def2/J DEFGRID3
* xyz 1 5
C -6.4426 -4.5688 16.8869
H -3.1311 -3.8840 20.3340
C -8.2018 -0.7811 23.6543
C -5.6447 -0.8441 23.5260
H -11.7404 -3.5302 18.2336
H -5.6630 -4.5465 20.6225
C -8.0096 -0.2276 17.5487
H -4.1052 -4.1075 24.3218
H -3.7369 -0.4472 18.1162
H -4.2315 -6.9231 15.8909
H -10.1327 -7.1526 16.6301
C -8.3901 -2.7460 14.5946
C -9.6490 -3.4199 15.1247
H -3.3499 -1.7495 25.9017
C -11.8507 -4.5699 17.9620
H -3.2066 -5.5751 20.7386
C -6.8339 -1.0690 24.2709
O -7.1530 -4.7455 19.7177
Os -8.7347 -2.2862 19.6595
C -8.7602 -1.6615 22.4773
H -7.7215 0.8739 15.8113
C -12.1351 -7.2540 17.4143
H -10.4767 -1.6460 16.1142
C -8.2719 -4.9778 20.1826
H -6.3471 -7.9585 15.1186
H -7.6188 -1.9210 26.0927
N -4.8936 -4.4756 21.3173
H -7.1343 -0.8637 17.4560
Si -9.2734 -4.2083 16.8245
H -9.3238 -5.1934 13.8646
Cl -4.0791 1.9008 23.2179
H -10.9064 -1.8232 14.4256
C -13.0200 -5.2350 18.2672
H -8.4645 -6.8336 15.4421
Br -10.8531 -0.0149 20.4892
N -4.0911 -4.1448 23.3067
H -11.6944 -2.8230 15.6131
C -3.7479 -0.0045 19.1098
C -2.9030 -4.2663 22.5061
O -9.6945 -2.4018 22.6831
H -6.5852 -0.8407 21.7201
Cl -7.6995 -7.0397 21.8431
C -6.3560 -7.0079 15.6413
H -5.4084 -2.4446 27.0588
H -10.9734 -5.0323 14.4816
C -4.3217 -1.6045 25.4123
C -5.4819 -1.9411 26.1006
H -14.1135 -7.0765 18.2606
H -10.3744 -3.9705 13.2064
H -8.9778 -0.8406 24.4114
C -6.7202 -1.6733 25.5440
C -10.7352 -2.3758 15.3437
H -4.3020 -4.6898 17.0131
H -12.2400 -8.3096 17.1740
C -2.9568 1.5378 20.7721
C -7.6442 -5.1630 16.5217
C -10.1077 -4.4895 14.1285
C -4.6702 -0.4791 20.0326
O -9.0577 -3.0523 17.9333
O -9.1794 -4.0739 20.4146
H -2.3012 2.3504 21.0969
H -8.1771 0.2434 23.2794
H -2.2315 -5.0369 22.9021
H -9.4116 2.6817 15.2884
C -5.1777 -6.4142 16.0608
C -3.4732 -4.5787 21.1131
S -6.8338 -3.9886 23.2034
C -9.4459 1.5815 16.9361
C -5.2187 -5.1909 16.6966
H -7.5744 -3.4655 14.3881
C -2.8838 1.0148 19.4949
Cl -5.7061 -1.8044 19.5627
C -4.7880 0.0421 21.3455
H -2.1531 1.4048 18.7853
H -8.0013 -1.9860 15.2683
C -5.2651 -4.1951 22.5974
C -10.7928 -5.2404 17.3447
C -10.1275 1.3930 18.1202
C -8.6573 -6.3990 20.4597
Cl -8.2031 -7.4468 19.0018
H -10.9489 2.0240 18.4426
H -2.3127 -3.3364 22.5147
O -8.1910 -1.4477 21.3125
C -3.9082 1.0866 21.6785
H -6.4688 -3.6005 17.3683
N -5.7673 -0.4501 22.1873
C -13.1747 -6.5752 18.0051
C -7.5669 -6.3654 15.8332
H -13.8298 -4.6462 18.6865
C -10.9543 -6.6037 17.0882
C -9.8015 0.3135 18.9185
Cl -10.3742 -6.6615 20.7428
C -4.3945 -1.0740 24.1383
H -3.5075 -0.8346 23.5693
C -8.3562 0.7620 16.6811
H -8.6276 -2.2602 13.6411
O -9.9145 2.5688 16.1215
N -8.7539 -0.5030 18.6542
*
```


The following is a DFT calculation (ωB97M-V/def2-TZVPD) of a structure of composition C21H13ClN4O4S3Sc.

ΔE to the lowest compared entry with this formula, charge and spin (eV): 0.116
Lowest unoccupied orbital energy (eV): -3.7
Frontier orbital gap (eV): 7.752

```
! RIJCOSX wB97M-V def2-TZVPD def2/J DEFGRID3
* xyz 1 1
O -1.3720 -3.7801 4.2363
H 2.6539 -0.2120 -3.3769
C -1.0429 0.5296 -3.4961
C -3.0610 3.0069 -0.1517
H 2.3921 -2.7013 -0.0173
H 2.1591 2.6527 -0.5477
C 3.0117 -0.8140 -2.5547
C 1.0839 0.3754 1.7178
N -0.1657 -1.3425 0.5582
C 2.3805 2.1019 2.7700
S -0.0709 -0.6812 -4.2527
C -2.2208 1.9395 -0.3997
N 0.2793 -0.8297 1.7361
Cl 0.0823 -1.2934 4.3939
H 2.8049 2.5129 3.6747
C -3.3533 3.4276 -2.5177
S 4.6489 -1.0830 -2.2646
H -1.7852 1.3695 0.4114
C -1.9451 1.6178 -1.7236
O -1.1260 -2.6920 -1.4603
H -3.7899 3.9967 -3.3246
C 2.0236 2.1818 0.4155
C -1.5087 -3.1590 -0.2929
N 2.2024 -1.4208 -1.7102
H 1.5383 0.4749 3.8283
C -1.5951 -3.7179 3.0613
H -4.2783 4.5713 -0.9756
C 4.2588 -2.0757 -0.9311
H 5.0179 -2.5565 -0.3396
H 0.9130 0.6048 -0.4295
C 1.2961 1.0088 0.4989
C -0.9443 -2.6436 2.2310
H -3.2925 3.2753 0.8686
C -0.1896 -1.5991 2.7579
C 1.6458 0.9277 2.8625
S -1.9833 1.7175 -4.3045
H -2.4461 -4.4198 1.4692
C -3.6226 3.7427 -1.1995
Sc -0.0220 -1.1634 -1.7299
O -2.4081 -4.5597 2.4434
O -2.2691 -4.0809 -0.1381
H 3.1369 3.6600 1.5049
C -2.5072 2.3539 -2.7675
C 2.9150 -2.1449 -0.7804
C -0.8989 -2.4152 0.8578
C 2.5698 2.7428 1.5589
N -1.1154 0.5939 -2.1701
*
```


The following is a DFT calculation (ωB97M-V/def2-TZVPD) of an isolated molecule of C17H24N2O4.

ΔE to the lowest compared entry with this formula, charge and spin (eV): 0.537
Lowest unoccupied orbital energy (eV): 0.5
Frontier orbital gap (eV): 8.650
SMILES string: COc1ccccc1NC(=O)C[C@@H](NC1CCCCC1)C(=O)O

```
! RIJCOSX wB97M-V def2-TZVPD def2/J DEFGRID3
* xyz 0 1
C -1.6969 1.1792 -0.2689
C -0.6636 0.4671 -1.1466
C -2.0826 2.8534 -2.0995
H 0.3722 -5.7348 1.3583
H -1.3402 2.2465 -4.0316
H -2.6781 0.7473 -0.4992
H 1.0245 0.9685 3.4055
C -1.7386 2.6725 -0.6238
N 0.8316 -1.1836 1.6683
H 0.3373 4.5067 2.7128
C 1.7556 -2.4552 -0.1266
C 0.5303 -3.6192 1.5994
O 2.2050 -1.2312 -0.5679
C 1.9759 -3.6583 -0.7728
O 0.5254 3.6250 2.3518
C -0.3266 1.4782 1.7827
H -0.6448 -0.5913 -0.8835
H 3.8056 -1.7407 -1.7867
C -1.0136 0.6459 -2.6209
C -0.5945 2.8948 2.2819
H -0.0819 2.5733 -2.8376
O -1.6712 3.3159 2.6076
H -1.9840 0.1870 -2.8222
H 0.3317 0.8795 -0.9709
C 0.0889 -0.8565 2.7537
C 0.7593 -4.8175 0.9425
H -0.0325 -3.5894 2.5167
H -2.0988 3.9168 -2.3481
H 0.5156 1.5215 1.0879
H 3.0930 -0.1207 -1.9725
H -2.4791 3.1779 0.0003
H -0.7641 3.1262 -0.4227
H -0.6939 0.8028 3.8100
C 1.4775 -4.8374 -0.2360
H -2.3001 1.0999 1.6831
H 1.2430 -0.4352 1.1298
H 2.2356 -1.5422 -2.6174
O -0.4648 -1.6472 3.4823
C 0.0512 0.6478 3.0276
H -3.0803 2.4509 -2.2886
C 1.0206 -2.4336 1.0757
H -0.2701 0.1405 -3.2413
C -1.0697 2.1280 -2.9804
N -1.4724 0.8777 1.1387
H 1.6586 -5.7685 -0.7512
C 2.8697 -1.1737 -1.8052
H 2.5347 -3.6945 -1.6945
*
```


The following is a DFT calculation (ωB97M-V/def2-TZVPD) of a structure of composition C31H21IrN8O5S.

ΔE to the lowest compared entry with this formula, charge and spin (eV): 2.320
Lowest unoccupied orbital energy (alpha / beta) (eV): -3.5 / -4.3
Frontier orbital gap (alpha / beta) (eV): 7.123 / 6.270

```
! RIJCOSX wB97M-V def2-TZVPD def2/J DEFGRID3
* xyz 1 2
H 3.8963 3.1319 2.3003
C 2.1149 1.1295 2.1355
N 1.0930 0.2231 -0.8448
O -0.8380 -1.0343 1.8686
H 3.8869 1.2035 -3.1595
N 1.4299 -1.0671 2.1684
H -4.3440 3.6195 -2.6369
Ir -0.4577 0.6086 0.7869
C 1.8398 2.5370 2.1601
C -3.7202 3.0531 -1.9583
H 1.0047 6.2321 2.8217
C -3.2710 3.5882 -0.7712
C 0.2070 4.2856 2.4887
O -0.5177 2.0811 2.0945
C 0.1570 -3.0761 2.5522
C 3.8881 -1.3268 -2.6469
H 2.3672 2.9870 -2.2877
C -2.5530 1.0433 -1.3872
C 2.8672 3.4700 2.3253
C -3.4253 -0.3221 -3.6842
C 1.2418 5.1938 2.6288
C -1.0248 -2.1491 -0.7941
H -0.2421 -6.8283 3.3646
C -1.2697 -4.9729 3.0093
N -1.3430 -0.8671 -0.6947
O 1.8215 -1.9357 -0.9766
C 1.2173 1.5210 -1.1341
C -1.1180 -3.6386 2.7150
H 4.2762 -1.0026 -3.6091
C 1.9258 -0.7651 -1.2871
C -3.3630 1.7424 -2.2773
H -0.3956 -2.5710 -0.0292
H 3.0575 0.7419 2.5108
C 0.4930 2.9496 2.2210
O 2.5535 -3.4455 2.5720
C -0.1338 -5.7758 3.1366
C -2.5947 -1.0389 -2.7362
C 1.2964 -3.8907 2.6980
C 2.2463 1.9493 -2.0234
H -3.5256 4.5954 -0.4755
H -2.2561 -5.3936 3.1439
H -2.0986 3.2028 1.0081
C -3.7890 1.0335 -3.4679
C 0.2775 -1.6679 2.1910
N -3.9165 -0.8210 -4.8066
N -2.1229 1.5775 -0.2340
C 2.5742 4.8001 2.5350
H -0.8230 4.5985 2.5962
S -4.7640 0.3557 -5.5081
N -4.5479 1.5321 -4.4296
N 1.2263 0.2549 1.8280
H -1.1638 -3.9788 -1.8849
H -2.5731 -2.9630 -3.6985
N 2.9346 -0.3301 -2.1589
C 1.1284 -5.2479 2.9827
C 3.0663 0.9812 -2.4903
H 3.3747 -2.2762 -2.7563
H 3.3669 5.5248 2.6535
H 2.5428 -2.4874 2.3917
O 0.3846 2.2636 -0.5269
H -1.9826 -2.9965 2.6157
H 4.7075 -1.4524 -1.9400
C -2.4713 2.8216 0.0691
H 2.0146 -5.8592 3.0834
C -2.1409 -0.3262 -1.6326
C -1.4613 -2.9406 -1.8579
C -2.2319 -2.3848 -2.8503
*
```


The following is a DFT calculation (ωB97M-V/def2-TZVPD) of an isolated molecule of C19H28N2O3S2.

ΔE to the lowest compared entry with this formula, charge and spin (eV): 1.335
Lowest unoccupied orbital energy (eV): 0.3
Frontier orbital gap (eV): 9.064
SMILES string: CSC1(C(=O)N2C[C@H]3CSC[C@@]3(C)C2)CN(C(=O)[C@@H]2CC3(CC3)CO2)C1

```
! RIJCOSX wB97M-V def2-TZVPD def2/J DEFGRID3
* xyz 0 1
H -2.9977 -1.4805 2.3910
C -3.8639 1.4826 4.0003
H 0.3595 0.3435 1.4646
H 4.8707 -1.3112 -0.2332
C 1.2251 1.8660 -2.7773
N -0.0220 -1.7638 1.7811
H -0.8546 -0.3659 0.3655
C -3.1402 -0.8259 5.0251
H -0.2769 -0.7900 -3.9096
H -4.8569 1.2961 4.3888
C 2.7572 1.9604 -2.6170
H -2.0060 2.5014 4.7011
C 0.5595 1.0663 -1.6613
H -0.2388 2.6280 -5.0732
H 0.3339 -3.3058 0.3375
S 3.5367 0.9553 -3.9160
H -1.2289 1.5729 -4.0566
O 1.1044 -2.5112 -1.9058
H -0.5024 1.3275 -1.5795
C 3.8488 -1.5832 -0.4910
H 1.4678 -1.0554 -3.9048
C -2.7979 0.4705 4.2978
C 0.9780 -1.4144 -1.3845
S 2.7747 -0.5157 0.4898
C -0.3781 1.5975 -4.7413
C 1.1656 -1.2614 0.1167
C 0.6793 -0.3837 -3.5676
C 0.8816 1.0669 -4.0636
H 1.7090 -3.0024 1.4331
H -2.8073 -0.8318 6.0640
H -1.8768 0.6773 2.3409
H -0.7579 0.1774 3.6308
C 2.0960 1.1631 -4.9862
H 1.0353 1.2283 -0.6970
H -0.6379 0.9913 -5.6111
O -1.1105 -3.5261 2.6379
C -2.1163 -1.3952 3.0483
C -2.7704 1.7924 4.9916
C 0.0539 -0.5642 0.9420
H -3.8385 1.9857 3.0423
O -2.4373 -1.8606 4.3470
H 2.0994 0.3850 -5.7500
C 0.8646 -2.5503 0.9162
H 2.1277 2.1347 -5.4842
H -4.2179 -1.0237 4.9988
H 3.6820 -2.6291 -0.2391
H 0.8046 2.8716 -2.8312
H 3.0883 1.5819 -1.6503
C -1.0555 -2.3272 2.4719
C -1.7770 0.0806 3.2470
H 3.6919 -1.4310 -1.5577
H 3.0875 2.9943 -2.7111
N 0.7177 -0.3066 -2.1120
H -3.0335 1.8175 6.0411
*
```


The following is a DFT calculation (ωB97M-V/def2-TZVPD) of a structure of composition C2H3LiO2.

ΔE to the lowest compared entry with this formula, charge and spin (eV): 4.984
Lowest unoccupied orbital energy (alpha / beta) (eV): -1.0 / -1.0
Frontier orbital gap (alpha / beta) (eV): 5.332 / 5.292

```
! RIJCOSX wB97M-V def2-TZVPD def2/J DEFGRID3
* xyz 0 1
H 0.1339 -1.7853 0.7008
C 0.3818 0.2359 1.1972
O 0.4650 -0.6729 -1.0229
Li 1.5277 -0.0855 -2.2209
H 0.8870 1.1502 0.8472
H -1.3138 -0.4110 1.2279
C 0.0741 -0.7733 0.2434
O -0.7349 0.4472 1.9012
*
```


The following is a DFT calculation (ωB97M-V/def2-TZVPD) of a cluster of 2 separate species, C10H16O in total.

ΔE to the lowest compared entry with this formula, charge and spin (eV): 1.044
Lowest unoccupied orbital energy (eV): 0.8
Frontier orbital gap (eV): 9.222
SMILES string: Cc1ccc(O)cc1.CCC

```
! RIJCOSX wB97M-V def2-TZVPD def2/J DEFGRID3
* xyz 0 1
H -0.3092 0.0297 2.8132
C 0.5814 -1.1751 1.2547
C 1.5701 -2.7050 -0.4673
H -0.5278 1.1902 0.1735
H 2.2628 2.2774 -1.3760
O -2.8138 -0.8357 2.5432
C 0.3870 -2.0825 0.2194
H -1.4499 1.7092 -1.1012
C 0.2624 2.9645 -0.8367
H 2.1829 -3.2446 0.2378
H -0.3645 3.7397 -1.2742
H 1.3744 2.8517 -2.7184
H -2.5297 -0.1569 3.1863
H 0.5211 3.1977 0.1888
H -3.0261 -2.0133 0.2815
C -0.9172 -2.3228 -0.1830
C 1.5632 3.0504 -1.6639
C -0.4098 1.5880 -0.8337
H -0.0098 0.8081 -1.4609
H 1.2224 -3.4424 -1.2046
C -0.4686 -0.6763 2.0019
H 2.1945 -2.0016 -1.0108
C -1.7648 -1.1227 1.7148
H 1.5957 -0.9466 1.5656
C -1.9944 -1.8539 0.5671
H 2.0251 4.0314 -1.5190
H -1.1574 -2.8587 -1.0983
*
```